This record from the OMol25 dataset describes a cluster of 9 separate species, C42H79F2N12O8S2 in total. The level of theory is ωB97M-V/def2-TZVPD.

The geometry in ORCA input format:
```
! wB97M-V def2-TZVPD RIJCOSX def2/J DEFGRID3
* xyz 4 2
C -0.26778 0.88339 5.28275
C -1.74844 0.91907 5.43200
N -2.42669 0.42741 4.23761
C -2.24555 -0.85341 3.71600
C -3.03805 -0.98025 2.56849
N -3.75933 0.17991 2.44935
C -3.30628 1.11026 3.44700
C -4.61730 0.32150 1.31525
H 0.09828 -0.09843 5.58296
H 0.23888 1.53821 5.99171
H 0.06207 1.14144 4.27641
H -2.03522 1.95035 5.63772
H -1.91893 0.34517 6.34285
H -1.55263 -1.51712 4.21173
H -3.21327 -1.77213 1.85531
H -3.60645 2.13862 3.58400
H -4.33546 -0.37525 0.52580
H -4.57600 1.37350 1.03295
H -5.60451 -0.10399 1.49545
C 3.42278 1.47621 -0.14702
C 4.35104 0.26547 -0.42552
N 3.74871 -0.78371 -1.31848
C 2.46234 -0.82652 -1.76654
C 2.37973 -1.85792 -2.74818
N 3.64279 -2.44142 -2.84778
C 4.48006 -1.70629 -1.97345
C 3.91130 -3.48407 -3.81750
H 2.41327 1.18343 0.14154
H 3.19537 2.12776 -0.99074
H 3.78346 1.97913 0.75024
H 4.30009 -0.17248 0.57133
H 5.40084 0.42128 -0.67401
H 1.75950 -0.07356 -1.44180
H 1.60013 -2.14079 -3.43999
H 5.54533 -1.87276 -1.91121
H 3.03779 -3.66202 -4.44473
H 4.33018 -4.32640 -3.26694
H 4.66879 -3.09252 -4.49646
C -3.78962 8.29176 2.92453
C -2.71242 7.30096 2.58344
N -3.19670 6.23262 1.69977
C -4.10663 5.19129 2.08310
C -4.38087 4.47022 0.91070
N -3.54087 4.92636 -0.08558
C -2.85120 6.00594 0.40166
C -3.47638 4.40550 -1.41571
H -3.69246 8.94283 3.79331
H -4.77724 7.84509 3.03926
H -3.92569 8.90483 2.03362
H -2.36309 6.79070 3.48105
H -1.72172 7.65294 2.29581
H -4.58633 5.04013 3.03884
H -5.03746 3.61924 0.80524
H -2.09700 6.50402 -0.18954
H -3.84395 5.15219 -2.11959
H -4.12761 3.54836 -1.58684
H -2.46702 4.14177 -1.73152
C 4.43752 1.39006 -6.61134
C 4.37426 -0.10938 -6.69630
N 3.07720 -0.70143 -6.56461
C 2.05304 -0.31706 -5.72694
C 0.98520 -1.21887 -5.91767
N 1.34112 -2.04164 -7.01580
C 2.62772 -1.72088 -7.31303
C 0.53035 -2.95368 -7.65681
H 3.67798 1.95351 -7.15330
H 5.43482 1.78004 -6.81479
H 4.20058 1.71027 -5.59673
H 4.95514 -0.70053 -5.98832
H 4.87651 -0.42349 -7.61128
H 2.30549 0.48279 -5.04658
H 0.09197 -1.46265 -5.36168
H 3.18456 -2.32610 -8.01306
H 0.82584 -3.95962 -7.35870
H 0.58550 -2.87784 -8.74277
H -0.52111 -2.86059 -7.38504
C -0.33778 4.00665 3.29500
C 1.05325 4.52986 2.92288
N 1.04068 5.19581 1.62236
C 0.61718 6.51812 1.45504
C 0.64743 6.79497 0.09857
N 0.85953 5.61453 -0.58052
C 1.12104 4.60269 0.38167
C 0.80278 5.40708 -2.01490
H -0.78154 3.26990 2.62538
H -1.01961 4.85293 3.21115
H -0.33962 3.67499 4.33331
H 1.83235 3.77388 2.82485
H 1.33452 5.29438 3.64709
H 0.44718 7.09810 2.35010
H 0.24549 7.70293 -0.32622
H 1.35037 3.58549 0.10038
H -0.13227 5.73932 -2.46589
H 0.81120 4.32424 -2.13945
H 1.67760 5.81848 -2.51842
C 2.26962 -7.12221 4.43570
C 1.02545 -6.29233 4.09981
C 0.21814 -6.76929 2.87951
N -1.17690 -6.01381 2.70366
C -2.15095 -6.48475 3.85224
C -1.00592 -4.46141 2.68675
C -0.60458 -4.13184 1.27167
C -1.22246 -5.16021 0.31714
C -1.78466 -6.27225 1.31399
H 2.09793 -8.09156 4.90362
H 2.79501 -6.59730 5.23354
H 2.96201 -7.18204 3.59599
H 1.40202 -5.30513 3.83197
H 0.39370 -6.29778 4.98805
H -0.15965 -7.78614 2.98617
H 0.65689 -6.73244 1.88240
H -2.38817 -7.48330 3.48519
H -3.06605 -5.90356 3.96581
H -1.69134 -6.49369 4.84057
H -2.04703 -4.14154 2.73026
H -0.47255 -4.09260 3.56288
H -0.92545 -3.13298 0.97599
H 0.48216 -4.19765 1.21918
H -1.97524 -4.71201 -0.33135
H -0.55276 -5.53655 -0.45614
H -2.85450 -6.12445 1.46126
H -1.74665 -7.32924 1.05051
N 0.21004 1.70798 -1.04745
S -0.88687 0.94989 0.00348
O -0.93926 -0.52911 -0.08473
O -2.06728 1.72360 0.35856
F -0.03672 1.20902 1.35389
S -0.51530 1.39245 -2.32926
O -1.88304 1.91966 -2.40441
O -0.19965 0.21233 -3.12093
F 0.30473 2.53178 -3.21568
C 1.65764 -1.30058 2.34146
C 2.80537 -2.17747 2.42687
O 3.92166 -1.62462 2.54822
O 2.66401 -3.44147 2.34912
H 1.28976 -1.07549 3.34250
H 0.82407 -1.74971 1.80151
H 1.86633 -0.26636 2.06766
C -2.14017 -2.91172 -3.82020
C -1.06239 -4.01566 -3.85616
O 0.06394 -3.68561 -4.24076
O -1.40305 -5.19063 -3.49925
H -2.36043 -2.66226 -4.85817
H -1.71112 -2.06087 -3.29100
H -3.04032 -3.16218 -3.25886
*
```

Values from the calculation:
Strongest force on any atom in eV/A: 9.05
HOMO level (alpha / beta) in eV: -13.8 / -13.8


This record from the OMol25 dataset describes a cluster of 10 separate species, C42H80FN5O8 in total. The level of theory is ωB97M-V/def2-TZVPD.

The geometry in ORCA input format:
```
! wB97M-V def2-TZVPD RIJCOSX def2/J DEFGRID3
* xyz 0 1
F 17.45070 15.20290 14.57810
C 18.39985 16.01929 15.08887
C 18.15962 17.35735 15.31463
C 19.21217 18.20050 15.72714
C 20.50495 17.62642 15.98146
C 20.74917 16.31456 15.71094
C 19.71981 15.48918 15.29335
H 17.23125 17.81250 15.00260
H 19.09122 19.25675 15.91716
H 21.32763 18.25998 16.27845
H 21.77535 15.99502 15.81705
H 19.84533 14.44956 15.02909
C 9.04800 16.93148 9.74180
C 9.42873 15.46232 9.80310
C 10.42217 15.08189 10.98589
C 11.74646 15.70909 10.83897
N 12.83045 16.13755 10.64603
H 8.28928 17.03923 8.96666
H 9.91767 17.55026 9.52070
H 8.68321 17.31665 10.69399
H 9.78827 15.22458 8.80194
H 8.59899 14.79713 10.04216
H 10.57333 14.00530 11.06459
H 10.08595 15.37250 11.98118
C 19.17974 19.21613 20.07333
C 17.91876 19.21832 19.25372
C 16.70820 19.93390 19.82629
C 16.76680 21.39798 19.74471
N 16.81077 22.59188 19.69397
H 19.59270 20.22483 20.08262
H 20.00172 18.72589 19.55168
H 19.09531 18.80928 21.08103
H 17.57783 18.19481 19.09785
H 18.14646 19.67168 18.28898
H 16.64705 19.72754 20.89483
H 15.78365 19.54018 19.40407
C 10.97365 16.20983 18.38365
C 10.71884 15.01990 17.44930
C 9.72908 15.22233 16.34140
C 8.33911 15.27940 16.86807
N 7.25845 15.38915 17.27216
H 10.09911 16.58772 18.91326
H 11.40633 17.07293 17.87773
H 11.69049 15.88552 19.13801
H 10.40308 14.13395 18.00022
H 11.67665 14.84270 16.96013
H 9.65581 14.39945 15.63034
H 9.94377 16.09977 15.73138
C 11.50516 23.25488 15.99032
C 10.75144 23.22068 17.38598
C 11.69767 23.34398 18.55620
C 12.79834 22.34560 18.65779
N 13.61726 21.52590 18.74255
H 12.02237 22.31133 15.81620
H 12.10276 24.16324 15.91379
H 10.74253 23.36807 15.21981
H 10.02237 22.41129 17.42420
H 10.15221 24.13058 17.35280
H 11.18158 23.48533 19.50582
H 12.17334 24.28738 18.28815
C 11.56479 20.22758 11.94173
C 11.65190 20.37558 13.43847
C 11.68074 19.01127 14.05852
C 10.48706 18.16744 13.82272
N 9.52551 17.51521 13.62134
H 10.59389 19.85334 11.61710
H 12.26563 19.49714 11.53753
H 11.79014 21.18998 11.48228
H 10.71776 20.84579 13.74568
H 12.51886 20.98527 13.69294
H 11.69867 19.09188 15.14539
H 12.56782 18.50905 13.67255
C 16.98311 20.86890 13.49205
O 16.51333 20.57759 12.19056
C 15.24144 19.88358 12.06585
C 15.43256 18.40211 12.31489
O 16.46730 17.91528 11.44419
C 16.27817 16.52285 11.12859
H 17.98654 21.26929 13.34746
H 17.22286 19.94287 14.01462
H 16.40024 21.58702 14.06883
H 14.82524 20.02421 11.06830
H 14.58948 20.35665 12.80019
H 14.54436 17.80176 12.11796
H 15.82902 18.27614 13.32238
H 17.26395 16.21819 10.77712
H 15.47756 16.32721 10.41525
H 15.97709 15.99773 12.03507
C 18.04000 26.94057 15.34660
O 17.32991 25.72629 15.17329
C 16.23557 25.81171 14.29030
C 15.36485 24.49977 14.24458
O 14.58709 24.24915 15.42577
C 15.37594 23.67006 16.47620
H 18.50009 27.21260 14.39664
H 18.80678 26.62652 16.05477
H 17.66022 27.80565 15.89020
H 16.64250 26.01745 13.30026
H 15.66085 26.66306 14.65499
H 15.97299 23.61522 14.05522
H 14.70682 24.58808 13.38011
H 16.13688 24.35026 16.85881
H 15.97085 22.80777 16.17514
H 14.68427 23.31964 17.24229
C 13.06194 14.87431 13.74814
O 13.20701 16.06294 14.45341
C 14.16850 16.09957 15.51751
C 14.08114 17.50702 16.20535
O 14.45527 18.56896 15.33239
C 14.26892 19.82770 15.97587
H 12.10356 14.95698 13.23553
H 13.18245 14.04746 14.44807
H 13.87474 14.76431 13.03025
H 15.15525 16.05807 15.05630
H 14.03185 15.28896 16.23329
H 14.75655 17.55698 17.05942
H 13.06202 17.70421 16.53792
H 14.61039 20.57173 15.25620
H 14.95008 19.95656 16.81700
H 13.21605 19.92722 16.23980
C 14.47272 11.58554 12.89129
O 13.93549 11.17122 11.62365
C 13.21005 12.13424 10.87498
C 12.61448 11.50530 9.64975
O 13.64124 10.98528 8.85936
C 13.08853 10.23537 7.78471
H 13.64263 11.84946 13.54657
H 15.17608 12.41528 12.82108
H 14.97018 10.71647 13.32184
H 14.01155 12.79881 10.55241
H 12.49770 12.74085 11.43416
H 12.02629 12.26684 9.13772
H 11.92348 10.75281 10.02971
H 13.86824 10.15767 7.02701
H 12.29089 10.81391 7.31872
H 12.71664 9.26855 8.12390
*
```

Values from the calculation:
SMILES string: Fc1ccccc1.CCCC#N.CCCC#N.CCCC#N.CCCC#N.CCCC#N.COCCOC.COCCOC.COCCOC.COCCOC
ΔE to the lowest compared entry with this formula, charge and spin in eV: 0.000
Strongest force on any atom in eV/A: 5.16
HOMO level in eV: -9.1